[1]
122
Properties=species:S:1:pos:R:3:forces:R:3 method="wB97M-V/def2-TZVPD" max_force_ev_per_a=0.2 e_lumo_ev=-5.490 spin_multiplicity=1 total_charge=+2 total_energy_ev=-181878.40300 homo_lumo_gap_ev=7.35
Ga -0.14684 -0.25493 0.25112 -0.089 -0.048 0.193
N -0.40795 2.96111 1.24670 0.048 -0.014 -0.002
C -1.36078 2.20315 1.79986 -0.066 0.008 -0.053
N -2.07616 2.75998 2.75927 0.004 0.045 0.051
C -3.02983 2.00051 3.29463 0.053 0.007 -0.048
N -3.77407 2.50729 4.26739 -0.008 -0.001 0.015
N -3.30123 0.73319 2.89944 -0.024 -0.046 -0.013
C -2.53954 0.26246 1.95378 -0.046 0.110 0.002
N -1.53858 0.93276 1.33537 0.077 -0.004 -0.031
C -2.81569 -1.13080 1.52040 0.007 -0.051 -0.017
C -3.85989 -1.84681 2.08382 0.004 0.015 0.009
C -4.06372 -3.15526 1.67724 0.005 -0.003 -0.004
C -3.20363 -3.70453 0.74113 0.002 0.021 0.014
C -2.18148 -2.91991 0.23577 -0.004 -0.021 -0.010
N -1.99791 -1.64721 0.59675 -0.025 0.029 -0.036
H -0.34827 3.92145 1.54249 -0.002 -0.002 0.007
H 0.10122 2.65407 0.43537 0.005 0.020 0.023
H -3.61016 3.44752 4.58487 0.002 -0.002 0.001
H -4.50483 1.95307 4.67884 0.000 0.002 0.001
H -4.48331 -1.37179 2.82555 -0.005 0.002 0.000
H -4.87314 -3.73922 2.09372 -0.006 0.001 0.003
H -3.31092 -4.72698 0.40775 0.005 -0.003 -0.006
H -1.47856 -3.33096 -0.47440 -0.058 -0.006 0.007
O 2.19300 -1.96449 -0.47153 0.012 0.032 -0.022
H 2.66571 -2.47252 -1.13947 0.026 -0.047 0.072
H 2.20869 -2.48580 0.34801 -0.036 0.023 -0.062
C 2.71804 3.30154 0.12993 -0.006 -0.006 -0.031
As 2.35115 1.38210 0.21631 0.107 -0.024 -0.017
C 3.94628 0.77831 -0.72112 -0.023 -0.015 0.014
C 2.84260 0.93787 2.06929 -0.039 0.019 0.007
C 4.06500 1.62588 2.59059 0.020 0.001 0.001
C 5.32899 1.06808 2.41399 -0.017 0.003 -0.014
C 6.46023 1.72142 2.88062 0.019 0.000 0.006
C 6.34147 2.93993 3.53303 -0.004 -0.002 -0.001
C 5.08565 3.49937 3.72275 0.001 0.005 0.002
C 3.95624 2.84552 3.25448 -0.005 0.013 -0.005
H 3.70565 3.48445 0.55155 0.005 -0.023 0.004
H 1.99629 3.89965 0.68126 -0.006 -0.019 0.032
H 2.71411 3.61251 -0.91406 -0.011 0.001 0.001
H 4.81032 1.27580 -0.28163 -0.014 -0.001 0.007
H 3.89299 1.02673 -1.77921 -0.016 0.041 0.005
H 4.03446 -0.29863 -0.60737 0.002 0.007 -0.011
H 2.97476 -0.14590 2.05824 -0.006 -0.036 0.001
H 1.96879 1.16147 2.68518 0.003 -0.006 -0.004
H 5.42820 0.10847 1.91842 0.002 -0.004 0.007
H 7.43550 1.27426 2.74207 0.004 -0.003 0.000
H 7.22274 3.44641 3.90192 0.005 0.004 -0.001
H 4.98568 4.44292 4.24246 0.001 0.003 0.004
H 2.97584 3.28189 3.41529 -0.001 -0.001 0.001
C 2.22474 -3.64283 3.94439 -0.004 0.046 -0.036
C 0.97866 -2.97275 3.40759 -0.031 -0.062 0.041
C -0.13041 -3.99137 3.18794 0.030 0.023 -0.034
O 1.27492 -2.40202 2.08201 0.027 0.012 -0.135
B 0.52845 -1.26260 1.96162 0.081 -0.068 -0.078
O -0.02509 -0.85983 3.13782 -0.055 0.085 0.089
C 0.50153 -1.72232 4.20664 0.032 0.004 0.024
C -0.61794 -1.98561 5.19354 0.006 0.012 -0.042
C 1.63336 -0.96744 4.88597 -0.048 -0.012 -0.027
H 2.48328 -4.49710 3.31926 -0.004 -0.004 0.000
H 2.04648 -4.00989 4.95568 0.002 -0.002 0.015
H 3.07236 -2.96130 3.96698 0.006 -0.003 0.004
H 0.20146 -4.73117 2.45938 0.005 0.001 0.001
H -1.03653 -3.51250 2.81110 -0.004 -0.005 0.000
H -0.37456 -4.51014 4.11400 -0.003 -0.006 0.011
H -1.50666 -2.37833 4.70329 -0.012 -0.007 0.000
H -0.88404 -1.05557 5.69500 0.002 0.005 0.011
H -0.29338 -2.69697 5.95391 -0.004 -0.006 0.008
H 2.47147 -0.79111 4.21451 0.023 0.015 -0.021
H 1.99852 -1.52153 5.75013 0.004 -0.002 0.006
H 1.26097 -0.00396 5.23407 -0.004 0.006 0.002
C 1.50155 2.59300 -4.97416 0.016 0.003 -0.001
C 1.85847 1.09954 -4.91096 -0.016 0.000 0.014
C 1.36309 0.45447 -3.60714 0.017 0.016 0.011
C 0.03319 1.10033 -3.20067 -0.037 -0.038 0.001
C 0.30665 2.55070 -2.75231 -0.030 0.056 0.025
C 1.45647 3.17384 -3.56642 0.005 0.003 0.019
P -0.94288 0.08351 -2.02996 -0.021 0.026 0.061
C -2.62120 0.81250 -1.79507 0.026 -0.011 0.021
C -2.67593 2.29122 -1.39187 -0.012 -0.008 -0.016
C -4.00379 2.55887 -0.66524 0.006 -0.018 -0.003
C -5.13435 1.68780 -1.23568 -0.003 -0.011 0.007
C -4.89868 1.42826 -2.71956 -0.009 0.006 -0.013
C -3.60916 0.61147 -2.95869 0.000 -0.001 -0.015
C -1.26375 -1.56082 -2.80865 0.063 0.012 0.055
C -1.63708 -1.53324 -4.31987 0.013 -0.013 -0.016
C -0.59275 -2.22956 -5.18798 0.017 -0.017 -0.012
C -0.42491 -3.70157 -4.79256 0.013 0.002 -0.012
C -0.54494 -3.89518 -3.27090 0.001 0.003 0.042
C -0.17106 -2.60692 -2.54174 -0.036 -0.012 0.021
H 0.53012 2.73528 -5.45582 -0.005 0.000 0.000
H 2.22469 3.12734 -5.58870 -0.004 0.004 -0.001
H 2.93875 0.96392 -4.98588 0.005 0.011 0.005
H 1.41958 0.57828 -5.76447 0.007 -0.021 -0.001
H 2.07505 0.61998 -2.79585 0.014 -0.039 0.008
H 1.29195 -0.62215 -3.73337 -0.025 0.056 -0.008
H -0.61360 1.13247 -4.08519 0.006 -0.006 -0.027
H 0.56370 2.57522 -1.68743 -0.039 -0.010 -0.053
H -0.59152 3.15248 -2.87788 -0.009 0.002 -0.009
H 2.41765 2.97993 -3.08145 0.009 -0.013 0.030
H 1.33616 4.25676 -3.58733 0.002 0.009 -0.003
H -2.99234 0.22688 -0.94660 0.011 -0.025 0.025
H -2.63881 2.89167 -2.30283 0.028 0.004 -0.020
H -1.83052 2.60932 -0.78632 0.010 -0.010 0.020
H -4.25632 3.61558 -0.76498 0.002 0.001 -0.003
H -3.89327 2.36670 0.40485 0.008 0.002 0.038
H -6.09687 2.17399 -1.08100 -0.004 -0.005 0.000
H -5.18916 0.73323 -0.70109 -0.003 0.005 -0.005
H -4.82817 2.38809 -3.23612 0.000 0.001 -0.007
H -5.74547 0.90635 -3.16375 0.002 -0.005 -0.003
H -3.15714 0.93483 -3.89831 0.011 -0.009 -0.015
H -3.85104 -0.44669 -3.06540 -0.007 -0.013 -0.006
H -2.15329 -1.88321 -2.25619 -0.008 -0.018 0.030
H -1.80828 -0.52343 -4.68455 0.017 0.036 -0.008
H -2.59083 -2.05299 -4.43891 -0.005 0.019 -0.005
H 0.36410 -1.70679 -5.10661 -0.062 -0.040 -0.050
H -0.88692 -2.15063 -6.23465 0.000 -0.009 -0.004
H 0.54828 -4.05512 -5.13574 -0.005 -0.015 -0.006
H -1.17163 -4.31293 -5.30035 -0.005 0.007 -0.004
H 0.08370 -4.72172 -2.93856 0.008 0.004 -0.007
H -1.57329 -4.16281 -3.00377 0.001 -0.006 0.002
H 0.79846 -2.26223 -2.89758 0.045 0.001 0.002
H -0.03334 -2.76491 -1.47143 0.033 0.030 -0.043

=====

[2]
71
Properties=species:S:1:pos:R:3:forces:R:3 method="wB97M-V/def2-TZVPD" max_force_ev_per_a=2.5 e_lumo_ev="-12.302 / -12.303" spin_multiplicity=1 total_charge=+3 total_energy_ev=-91098.60651 homo_lumo_gap_ev="4.24 / 4.24" e_above_lowest_kj_mol=0.0
Os -0.83858 -0.46057 1.37359 0.076 0.525 -0.394
F 3.55314 -1.61163 3.21166 0.000 -0.024 -0.033
C 2.85581 -2.73149 3.18086 -0.391 -0.169 0.233
F 2.39052 -3.03661 4.36552 0.037 0.038 -0.129
F 3.54840 -3.70868 2.65784 0.094 -0.072 -0.008
S 1.43181 -2.38085 2.01313 -0.847 1.799 0.974
O 0.73237 -1.17818 2.59256 1.210 -0.922 0.259
O 2.03958 -2.10149 0.73243 0.338 -0.302 -0.748
N 0.47822 -3.61350 2.03731 -0.120 -0.293 -0.520
S -0.67691 -3.60998 0.96905 0.140 0.644 0.432
O -0.80721 -4.76682 0.18515 -0.166 -0.188 -0.118
O -0.73856 -2.28932 0.22499 0.734 -0.608 -1.023
C -2.18390 -3.33614 2.01646 -0.308 0.350 0.240
F -2.29721 -4.14770 3.01539 0.102 -0.072 -0.111
F -2.04622 -2.03015 2.56611 0.269 -0.363 -0.282
F -3.25857 -3.30426 1.26733 0.148 -0.081 0.020
C -3.93221 0.77652 -1.49999 -0.104 0.022 -0.012
C -3.38161 0.54878 -0.13405 0.934 -0.249 0.131
O -2.23406 0.01608 -0.02936 -1.691 -0.003 -0.650
N -4.08763 0.90706 0.92176 -0.284 0.142 0.021
C -3.77035 0.51985 2.29395 -0.005 0.033 0.029
C -2.66984 1.30852 2.96891 0.449 0.028 -0.029
C -2.99078 2.24907 3.92692 -0.003 0.045 0.085
C -1.99045 2.87418 4.66133 0.006 -0.002 0.019
C -0.67236 2.53153 4.41583 -0.090 0.072 0.018
C -0.40179 1.61026 3.42588 -0.262 -0.134 -0.002
N -1.36666 1.01697 2.69733 -0.003 0.053 0.426
H -4.63255 -0.02861 -1.73117 -0.020 0.004 -0.032
H -3.12905 0.75928 -2.23377 -0.016 0.023 0.045
H -4.47295 1.72015 -1.55627 -0.026 0.002 -0.029
H -4.98060 1.35326 0.75167 0.103 -0.065 0.049
H -3.54476 -0.54424 2.31054 -0.045 0.091 0.000
H -4.68285 0.64360 2.87544 0.054 0.041 -0.039
H -4.03197 2.46904 4.12156 0.009 0.002 0.027
H -2.24392 3.59016 5.43277 0.005 0.003 -0.044
H 0.14134 2.96334 4.98013 0.002 0.006 0.035
H 0.60989 1.29846 3.20568 -0.092 -0.017 0.058
C -1.14979 1.37012 -5.18446 0.005 -0.025 0.000
C -0.24230 2.01044 -4.35141 0.029 -0.097 0.011
C 0.31790 1.33727 -3.27283 0.224 0.023 0.246
C -0.04682 0.00792 -3.05708 -0.896 -0.596 -0.546
C -0.95430 -0.64638 -3.88393 -0.042 -0.017 -0.075
C -1.50329 0.04810 -4.95611 -0.013 -0.102 0.032
Sb 0.99923 -1.00083 -1.53778 0.664 2.237 1.025
C 1.01670 0.55884 -0.05047 -0.494 -0.756 0.892
C 2.18728 0.80553 0.72122 0.226 0.125 -0.265
C 2.33982 2.00168 1.37083 -0.016 0.060 -0.167
C 1.33058 2.98656 1.32128 0.200 0.001 0.075
C 0.16385 2.74612 0.65309 0.073 -0.171 -0.321
C -0.01757 1.52053 -0.02670 -0.023 -0.240 -0.082
C 2.88793 -1.21075 -2.33331 0.089 -0.672 0.172
C 2.93758 -1.20509 -3.73503 0.146 -0.125 -0.364
C 4.17904 -1.18417 -4.34990 -0.361 0.148 -0.115
C 5.33648 -1.22924 -3.58646 0.069 -0.028 -0.061
C 5.27430 -1.30055 -2.19729 -0.179 0.096 0.345
C 4.04903 -1.33123 -1.55811 0.329 -0.216 0.087
H -1.57158 1.90213 -6.02601 -0.027 0.019 -0.006
H 0.04210 3.03525 -4.54612 0.049 0.023 0.040
H 1.05181 1.84163 -2.65628 -0.038 0.038 0.059
H -1.22317 -1.68304 -3.72137 -0.036 0.029 -0.007
H -2.19784 -0.45013 -5.61911 -0.001 -0.023 0.012
H 3.00207 0.09994 0.72531 -0.032 -0.053 0.102
H 3.26236 2.20747 1.89757 0.002 -0.025 0.029
H 1.48772 3.93934 1.80948 0.021 0.006 0.026
H -0.59970 3.50965 0.59115 -0.069 -0.039 -0.006
H -0.84858 1.41847 -0.70375 -0.034 0.085 -0.040
H 2.04007 -1.18138 -4.33573 -0.058 -0.041 -0.058
H 4.24241 -1.14705 -5.42850 -0.041 0.013 -0.020
H 6.29992 -1.24123 -4.07856 0.023 -0.021 -0.012
H 6.18643 -1.35493 -1.61982 -0.007 0.009 0.051
H 4.00280 -1.45690 -0.48829 -0.022 -0.027 0.047